(1)
Computed, not measured: a single C22H16N4O4S2 molecule in a non-equilibrium geometry, with ωB97M-V/def2-TZVPD.

Results
spin multiplicity: 1
E_LUMO: -0.18 eV
electronic energy: -58893.0724 eV
highest occupied orbital energy: -8.05 eV
F_max: 3.33 eV/A
SMILES: Nc1c(S(=O)(=O)c2cccs2)c2nc3ccccc3nc2n1Cc1ccc2c(c1)OCO2
Kohn-Sham gap: 7.87 eV

XYZ file:
```
48
Properties=species:S:1:pos:R:3:forces:R:3:mulliken_charge:R:1
S -4.0392 2.1753 -0.6323 -0.3 1.2 0.8 -0.1117
S -1.1212 2.4680 -1.4677 3.3 0.2 -0.3 1.3486
O 3.7368 -4.2203 -3.0268 -0.2 -0.7 0.3 -0.4784
O -1.4719 1.5447 -2.5564 -0.8 1.0 1.3 -0.8288
O -0.1656 3.5307 -1.8399 -2.5 -0.9 0.8 -0.6891
O 1.9138 -5.3426 -2.0646 0.1 -0.7 -0.8 -0.4919
N 1.2686 0.9407 2.9539 -0.3 -1.2 -2.6 -0.5764
N -0.2896 -0.6358 -1.3390 0.8 -0.7 0.8 -0.3284
N 0.2914 3.2059 1.5383 -0.6 -0.9 -1.0 -0.4921
N 0.7820 -0.1859 0.8219 0.0 -0.6 0.4 0.3672
C 0.2811 1.9889 0.9901 -0.5 2.5 0.6 1.1757
C 3.7063 -2.3233 -1.4943 0.0 0.0 -0.2 -0.9502
C 0.0781 0.1907 -0.3173 -0.3 -0.8 -1.0 0.4830
C -0.2333 1.5081 -0.2686 -0.7 1.9 0.5 -1.0138
C 0.8157 0.8970 1.6946 1.0 -0.3 1.7 -0.1046
C 2.0966 -4.1614 -1.4680 0.6 2.8 1.4 0.6600
C -2.5636 3.0793 -0.5358 0.3 -0.4 -0.7 0.1944
C -4.8201 3.3356 0.4428 1.2 0.1 -0.6 -0.4325
C 1.8832 -2.3178 0.1587 1.4 0.5 -1.6 -0.3055
C 3.1817 -3.4872 -2.0246 0.0 0.0 0.9 0.9260
C 1.4092 4.7048 4.6538 -0.4 1.0 -0.3 -0.5066
C -2.6437 4.1735 0.2864 -0.1 0.0 -0.5 -0.1353
C 1.8024 2.3507 4.7912 0.3 0.4 0.7 -0.4169
C 0.7939 3.3135 2.7896 0.0 -1.3 -0.1 0.3061
C 2.8366 -5.3313 -3.1713 0.4 -0.2 -0.4 -0.2512
C 1.9064 3.6112 5.3594 -0.2 -1.5 -0.5 -0.5580
C 0.7958 4.5545 3.4177 0.9 0.8 0.9 -0.5043
C 1.2933 2.1698 3.4984 -0.5 1.0 -0.2 0.1117
C 1.1136 -1.5402 1.2332 -0.7 -1.4 -0.5 -0.6338
C 3.0650 -1.7195 -0.4155 -1.5 -1.1 0.6 -0.1570
C -3.9742 4.3495 0.8235 0.6 -0.7 -0.1 -0.5891
C 1.4364 -3.5404 -0.3898 0.0 -0.1 -0.3 -0.6899
H 0.3198 -1.4344 -1.4904 -0.4 0.2 -0.1 0.1270
H 1.7443 -1.5017 2.1224 -0.3 0.3 0.1 0.3658
H 4.6156 -1.9389 -1.9493 -0.2 0.2 0.2 0.4062
H 1.5262 5.6786 5.1438 -0.3 -0.2 -0.5 0.3449
H 2.3168 3.7276 6.3513 0.1 0.0 0.0 0.3875
H -4.2502 5.1584 1.5098 0.1 -0.4 -0.4 0.3622
H 2.1125 1.4580 5.3153 0.1 0.0 0.1 0.4231
H 3.3658 -6.2868 -3.2425 0.1 0.3 0.4 0.2350
H 3.4377 -0.8038 0.0084 0.1 0.2 0.0 0.4728
H 0.5432 -3.9810 0.0021 -0.4 -0.3 0.2 0.3555
H -0.7281 -0.1798 -2.1405 0.3 -0.1 0.4 0.3487
H 0.1550 -2.0873 1.4684 1.0 0.4 0.0 0.2175
H -1.7768 4.8168 0.4342 -0.3 -0.1 0.1 0.4644
H 2.3316 -5.1571 -4.1022 -0.8 0.0 -0.4 0.2773
H 0.3849 5.3754 2.8501 0.0 0.2 0.1 0.4615
H -5.8634 3.2701 0.6777 -0.2 -0.3 0.0 0.4234
```
Positions in Å, forces in eV/Å.

=====

(2)
Computed, not measured: a single C22H16O12 molecule in a non-equilibrium geometry, with ωB97M-V/def2-TZVPD.

Results
spin multiplicity: 1
E_LUMO: -0.53 eV
electronic energy: -47643.3196 eV
highest occupied orbital energy: -9.36 eV
F_max: 4.21 eV/A
SMILES: Cc1cc(O)c(C=O)c2c1C(=O)Oc1c(COC(=O)/C=C\C(=O)O)c(O)c(C(=O)O)c(C)c1O2
Kohn-Sham gap: 8.83 eV

XYZ file:
```
50
Properties=species:S:1:pos:R:3:forces:R:3:mulliken_charge:R:1
O 1.8885 -5.4082 1.1085 -0.6 0.3 0.1 -0.6501
O -2.0902 1.8286 -4.3341 -0.1 -0.7 0.4 -0.5714
O 0.3294 3.1225 2.8097 -0.3 -1.2 -0.1 -0.5723
O -1.1324 2.9815 -0.4795 -0.2 0.7 -0.3 -0.2258
O -1.8621 -0.1420 0.0377 -0.2 0.0 -1.0 -0.5213
O -2.1080 -0.6540 -2.1637 0.8 0.3 3.0 -0.6717
O 2.3656 -4.9340 -1.4331 -0.5 -0.1 0.9 -0.6578
O -0.4141 -2.1438 1.2370 -0.3 -0.6 0.6 -0.7750
O 3.2821 0.6418 3.7844 -0.6 -0.8 -0.7 -0.4131
O -3.1399 2.0369 -2.3412 0.6 -0.4 -0.3 -0.4777
O -1.8247 5.1293 -0.0583 0.3 -1.7 0.0 -0.5735
O 1.9181 2.0896 4.7326 0.1 0.0 0.1 -0.6845
C -2.3587 2.4678 -3.3421 -0.2 -0.3 -1.0 0.5489
C 1.5280 -3.8766 -1.2680 1.5 -2.0 -0.6 0.6606
C -1.6143 2.6209 0.8168 -0.2 -1.2 1.1 -1.2314
C -0.3266 -1.7626 -1.1428 0.8 0.2 1.0 -0.2126
C -0.8040 1.4978 1.4512 0.1 0.4 -0.6 -0.2013
C 2.0893 1.1980 3.9201 -1.3 1.0 -0.2 0.1331
C -0.1914 -0.8379 1.6167 0.4 1.4 0.5 0.6384
C 0.1496 1.8089 2.4587 -0.1 0.8 -0.7 0.1097
C -1.4694 -0.7927 -1.1089 -0.6 -0.5 -2.8 0.5454
C -1.8919 3.8492 -3.3281 0.5 2.5 2.3 -0.4202
C 0.4186 -2.0159 -2.3338 0.3 -0.7 -1.0 1.0989
C 0.9836 0.8221 2.9789 0.3 -1.7 0.0 0.7214
C 0.2008 -1.2547 -3.6588 0.6 0.3 0.1 -1.3876
C -1.5253 4.2209 -0.8264 -0.5 2.3 0.6 0.7397
C 0.0348 -2.5011 0.0105 0.3 -0.2 -1.6 0.6961
C -1.5701 4.6310 -2.2451 -0.2 -3.6 -2.2 -0.5273
C 1.3884 -3.0544 -2.3450 -1.9 2.2 -0.5 -1.2680
C -0.9551 0.1756 1.0064 1.6 0.1 1.5 0.5260
C 1.5207 -1.6739 3.2893 0.2 -0.1 -1.6 -1.5533
C 0.8529 -3.6596 -0.0964 -1.4 1.1 2.9 -0.0908
C 0.7654 -0.5296 2.6165 -0.5 -0.5 -0.6 0.9428
C 1.0348 -4.5219 1.1058 1.2 -0.7 -1.1 -0.0964
H 0.0771 -0.1731 -3.4794 -0.4 -0.5 -0.1 0.2588
H -0.6179 -1.6476 -4.2851 0.0 0.3 0.7 0.3100
H -2.6339 2.2530 0.6695 0.0 0.2 0.1 0.3667
H 3.7802 1.0568 4.4831 0.9 0.3 0.6 0.3386
H -3.1326 1.0522 -2.4289 -0.1 0.3 0.2 0.4222
H -1.2998 5.6280 -2.4204 0.4 1.2 0.0 0.4653
H -1.6073 3.4528 1.5152 0.0 0.2 -0.3 0.5706
H -1.7952 4.3011 -4.3121 -0.2 -0.2 0.1 0.4189
H 2.4290 -1.9126 2.6586 -0.8 0.1 0.9 0.2271
H 0.8519 3.0881 3.6376 -0.1 0.3 -0.1 0.4384
H 1.0852 -1.3059 -4.3200 -0.1 -0.3 0.6 0.3850
H 1.9254 -3.2523 -3.2470 0.3 -0.1 -0.3 0.4405
H 0.9024 -2.5777 3.3685 0.1 0.3 -0.2 0.2548
H 1.8020 -1.4011 4.2836 0.4 0.1 0.5 0.5901
H 2.3511 -5.4849 -0.5942 0.1 0.8 -0.7 0.4041
H 0.4098 -4.4361 1.9954 -0.3 0.5 -0.1 0.5313
```
Positions in Å, forces in eV/Å.

=====

(3)
Computed, not measured: a single C22H17ClF4N6 molecule in a non-equilibrium geometry, with ωB97M-V/def2-TZVPD.

Results
spin multiplicity: 1
E_LUMO: 0.09 eV
electronic energy: -55419.6874 eV
highest occupied orbital energy: -8.84 eV
F_max: 5.12 eV/A
SMILES: Cn1nnc(N[C@@](Cc2ccccc2)(c2cc(F)cc(C(F)(F)F)c2)c2ccc(Cl)cn2)n1
Kohn-Sham gap: 8.93 eV

XYZ file:
```
50
Properties=species:S:1:pos:R:3:forces:R:3:mulliken_charge:R:1
Cl 5.5675 -0.9721 4.4352 0.5 0.1 0.0 -0.2069
F -2.5873 2.6263 5.3613 -0.9 1.2 -0.4 -0.2299
F 0.5394 5.4454 2.6962 -0.6 0.3 0.8 -0.3067
F -3.0194 0.7960 4.4455 -0.1 1.4 -1.6 -0.2844
F -4.0492 2.6269 3.5765 2.3 -0.7 1.5 -0.2467
N -2.2206 -1.4411 -1.3565 0.7 1.1 -0.2 0.7764
N -2.5839 -0.1316 -1.3937 1.2 -2.2 -0.4 -0.8872
N -1.7170 0.5246 -0.6926 0.7 -1.5 1.2 0.1022
N 0.2342 -0.2303 0.6483 -0.4 -0.1 -0.6 0.0360
N 3.5290 0.9242 1.6039 0.0 -0.3 -1.1 -0.3985
N -1.0989 -1.7066 -0.5790 -2.1 2.5 -1.4 -0.7964
C 3.0481 -0.9665 3.6191 0.4 1.2 -0.3 -1.1163
C 2.5697 -0.2299 -1.7941 1.2 -0.8 0.7 0.1666
C 0.8282 0.8323 -2.7984 -0.1 0.5 -0.4 -0.0985
C -2.7395 -2.3840 -2.3602 0.0 -1.1 1.9 -0.8520
C -1.0985 3.7541 3.3565 0.3 -0.5 -1.1 -0.8170
C 1.6097 0.7794 -1.6524 1.3 -1.6 -0.9 -0.1218
C 0.1061 4.1760 2.7182 -1.9 -1.2 0.1 -0.1047
C 0.8146 3.3349 1.9353 0.4 -3.3 -0.6 -0.4448
C 2.0261 -0.9569 -3.9862 -1.3 0.7 0.1 -0.2378
C -2.8418 2.1519 4.1322 -0.6 -2.0 0.3 0.6881
C 4.5669 0.4875 2.3059 -3.0 -2.5 3.3 -0.5603
C 1.0425 0.0576 -3.9626 1.0 -0.3 2.0 -0.9997
C 1.5696 1.6907 -0.4008 -1.0 -0.8 -2.9 -0.8594
C 2.7666 -1.1460 -2.8428 -2.3 2.7 0.1 -1.1747
C 4.2945 -0.4513 3.3986 0.7 0.6 -1.4 0.5368
C -1.6361 2.4340 3.2705 3.6 1.2 -1.5 -0.2600
C -0.8584 -0.4527 -0.1868 0.9 0.9 -0.1 0.3409
C 0.3664 1.9425 1.7591 -1.8 1.7 1.7 -0.4266
C -0.8264 1.5214 2.4801 -0.8 0.2 -0.4 -0.0738
C 2.0546 -0.4876 2.8010 -2.8 -0.5 -0.4 0.0286
C 2.2680 0.3943 1.7531 2.0 0.8 0.2 -0.6857
C 1.1107 0.9513 0.8307 0.0 -0.9 2.7 2.7758
H 0.3985 0.2519 -4.7664 -0.6 0.1 -1.2 0.4459
H 0.0641 1.5774 -2.7831 -0.7 0.3 -0.4 0.3917
H 2.8175 -1.5695 4.4667 0.0 -0.5 0.3 0.4329
H 5.5975 0.7376 2.3634 0.6 1.2 -1.2 0.3631
H 2.1608 -1.6229 -4.8184 -0.1 0.0 -0.4 0.3996
H -3.6885 -2.6804 -1.8956 0.2 -0.7 -0.6 0.3150
H 1.0113 -0.8233 3.0377 1.0 0.4 -0.5 0.3385
H 2.5615 2.1564 -0.4220 -0.4 0.1 0.9 0.2946
H -1.2812 0.4972 2.3260 1.0 1.3 0.2 0.3859
H 0.6529 -1.1337 0.7745 0.7 0.1 0.1 0.2895
H 3.3328 -0.3714 -1.0650 0.2 0.1 1.2 0.2977
H -1.7067 4.5287 3.7222 -0.6 0.9 1.0 0.5123
H -2.0135 -3.2404 -2.4989 -1.0 1.1 0.4 0.3023
H 3.3894 -1.9621 -2.7548 1.6 -1.3 0.3 0.5207
H 1.7430 3.7467 1.5248 -0.4 -0.5 -0.2 0.4431
H -2.9533 -1.9164 -3.2911 0.1 0.6 -0.6 0.3182
H 0.7374 2.3886 -0.5822 0.7 0.3 -0.2 0.6876
```
Positions in Å, forces in eV/Å.

=====

(4)
Computed, not measured: a single C22H17ClFN7 molecule in a non-equilibrium geometry, with ωB97M-V/def2-TZVPD.

Results
spin multiplicity: 1
E_LUMO: 0.24 eV
electronic energy: -48758.9400 eV
highest occupied orbital energy: -8.06 eV
F_max: 4.09 eV/A
SMILES: C[C@@H](Nc1ncnc2[nH]cnc12)C1=C(C#N)[C@H]2C=CC(Cl)=C[C@@H]2N1c1cccc(F)c1
Kohn-Sham gap: 8.30 eV

XYZ file:
```
48
Properties=species:S:1:pos:R:3:forces:R:3:mulliken_charge:R:1
Cl -5.5134 1.2335 -3.4094 0.0 -0.5 0.1 -0.2094
F -3.8276 2.1817 3.8074 -0.6 0.1 0.4 -0.3209
N 2.8077 0.9113 1.1879 0.7 1.4 0.5 -0.4937
N 4.3091 -1.3970 -1.3035 -0.3 1.0 0.9 -0.6386
N -1.5418 0.2100 0.0364 0.8 0.5 0.3 0.3775
N 0.7741 -3.3902 -2.1316 -1.3 1.5 0.7 -0.6220
N 4.9115 1.7102 0.3664 0.3 1.1 0.3 -0.6857
N 5.8732 0.1554 -1.2776 3.4 0.5 -1.7 -0.0882
N 1.9523 -1.0932 0.3930 0.1 0.5 0.4 -0.0990
C -2.6756 -0.2066 -0.8147 0.4 -0.5 -1.1 0.1890
C -2.8671 -1.7009 -2.8357 -1.7 -0.4 0.2 -0.6659
C -1.9198 -0.9652 -1.9380 -1.0 0.5 0.8 0.6413
C -2.7877 2.1256 2.9934 1.8 -0.4 -1.4 -0.0478
C -1.6688 2.9126 3.2352 -0.1 0.4 0.2 -0.4671
C 0.0764 -2.5520 -1.7033 1.0 -0.9 -0.1 -0.5685
C 0.6161 -1.0126 1.0220 0.2 0.6 0.1 -0.3249
C -0.5068 -0.7576 -0.0217 -1.2 -0.4 -2.1 -0.0593
C -0.5042 1.9772 1.3484 -0.4 -0.4 -0.3 -0.1628
C -0.5243 2.8559 2.4347 -1.0 -0.4 -0.3 -0.8529
C -4.0893 -1.1517 -3.1338 1.4 -0.9 -0.3 -0.6924
C -2.7802 1.2378 1.9244 1.0 0.2 -0.6 -0.1781
C 2.9674 -0.1401 0.4293 -3.6 -1.9 -0.2 -0.1270
C -1.6245 1.1542 1.0716 -0.5 0.8 1.8 -0.0033
C 3.8157 1.8021 1.1107 0.8 -0.2 0.0 -0.4232
C -0.7546 -1.5051 -1.1713 1.1 -0.7 0.8 1.2639
C 5.4580 -1.0614 -1.8029 -1.1 0.8 1.4 -0.3112
C -3.7092 0.6667 -1.5017 -0.9 0.2 -1.5 -1.2002
C 0.2727 -2.3017 1.7769 -0.3 -0.3 -0.1 -1.6009
C -4.3975 0.1683 -2.6058 1.9 1.1 2.5 0.2803
C 4.0315 -0.3106 -0.4229 -1.7 -3.3 -0.8 1.5262
C 4.9655 0.6285 -0.4071 0.4 0.5 0.3 0.0665
H 5.9745 -1.6974 -2.4848 0.6 0.2 -0.4 0.4887
H 0.2257 -3.1499 1.0717 0.1 0.2 0.5 0.3283
H 0.2832 3.5544 2.6197 0.1 -0.3 0.0 0.3990
H -0.7166 -2.1852 2.2502 0.3 -0.1 -0.2 0.3553
H 0.3651 1.8774 0.6891 -0.3 0.2 0.4 0.4827
H 3.8004 2.6687 1.7748 -0.3 -0.2 -0.2 0.3731
H -3.2361 -0.8758 -0.1858 -0.5 -1.0 0.2 0.2905
H -3.6471 0.6242 1.7747 -0.2 -0.3 -0.2 0.5159
H -2.5926 -2.6718 -3.2484 0.0 0.2 0.0 0.3901
H 0.6232 -0.2277 1.8103 0.2 -0.2 -1.0 0.4574
H -4.7819 -1.6488 -3.8308 0.4 0.3 0.4 0.3964
H 6.7761 0.5957 -1.4681 -0.6 -0.3 0.0 0.2281
H 2.1168 -1.8152 -0.2913 -0.2 -0.2 0.0 0.3211
H 0.9966 -2.4830 2.5855 -0.1 0.0 -0.4 0.4436
H -4.0184 1.6484 -1.1419 0.3 -0.2 0.1 0.4266
H -1.5573 -0.2171 -2.6252 0.6 1.0 -0.3 0.1797
H -1.7506 3.6178 4.0436 0.2 0.2 0.2 0.4217
```
Positions in Å, forces in eV/Å.

=====

(5)
Computed, not measured: a molecular structure, C22H17ClN4O3 in a non-equilibrium geometry, with ωB97M-V/def2-TZVPD.

Results
spin multiplicity: 1
E_LUMO: -0.71 eV
electronic energy: -47696.6392 eV
highest occupied orbital energy: -8.49 eV
F_max: 19.88 eV/A
Kohn-Sham gap: 7.78 eV

XYZ file:
```
47
Properties=species:S:1:pos:R:3:forces:R:3:mulliken_charge:R:1
Cl -10.3481 1.1136 -0.1957 -0.5 -0.7 1.3 -0.1997
O 5.5361 2.1946 -0.2424 1.4 -7.3 0.6 -0.7186
O -2.2892 -1.9892 -0.5104 -4.9 4.1 -2.0 -0.1066
O -4.6989 -0.1112 -0.0113 9.8 -1.9 0.5 -0.3078
N -1.0773 -2.1177 -0.2488 8.4 0.3 -0.7 -0.2416
N 5.2371 -0.1986 -0.0295 -12.7 -9.3 -1.0 0.0046
N -1.2643 0.1776 -0.7152 -3.2 -7.4 -2.5 -0.3374
N 9.3393 -0.6978 -0.2557 -5.5 -8.0 -4.6 -0.4948
C -7.8904 1.0979 -1.0264 1.5 0.0 -2.6 -0.4896
C 2.9018 0.7854 -0.2829 5.5 3.4 -1.4 -0.3608
C 9.5512 1.4747 0.7748 -2.9 -7.2 -3.6 -0.5786
C -8.9580 -0.6577 2.1040 1.7 -0.6 -1.0 -1.3398
C 8.2183 1.5597 0.7622 -3.8 3.4 1.8 -0.2393
C -8.7325 0.5617 0.0931 3.2 4.1 -7.2 -0.1309
C 1.6752 0.6476 -0.5778 -3.8 -10.1 1.7 -1.0682
C 5.9352 0.7218 -0.0732 4.7 19.3 -0.4 0.7799
C 10.0188 0.1439 0.2091 6.5 10.1 5.9 0.0463
C 7.9932 -0.6387 -0.4282 0.1 6.6 4.0 -0.5995
C -6.6190 -0.3343 0.8668 -3.9 -4.8 6.0 -0.6378
C -6.4589 0.7011 -1.2578 -5.2 0.9 3.4 -0.9990
C 7.3055 0.5969 0.1923 5.9 -4.0 -2.1 0.1664
C -3.8617 0.2018 -1.1462 9.5 -1.3 16.0 -1.6265
C -5.8940 0.0336 -0.1414 -4.9 2.9 -4.4 1.0212
C -7.9741 -0.1360 0.9317 -4.0 -1.2 4.3 1.4757
C -0.4133 -0.9450 -0.6217 -1.4 -0.8 4.4 0.3528
C 1.8572 -1.7023 -0.0550 -6.3 -7.6 1.8 -0.2254
C 3.7234 -0.3489 -0.2312 1.5 1.6 2.9 0.3702
C 0.9865 -0.7867 -0.2903 0.1 7.3 -3.5 0.2177
C -2.4076 -0.6951 -0.8930 -1.9 7.0 1.0 0.2775
C 3.1025 -1.5263 0.1580 9.9 0.9 -2.3 -0.4930
H 11.1423 0.1290 0.4634 -1.3 -1.2 -1.1 0.2024
H 0.9929 1.2939 -0.5542 -4.9 5.9 -0.6 0.7116
H -4.2515 -0.1554 -1.7924 -8.4 -7.0 -15.3 1.0239
H 10.2138 2.0934 1.1250 3.3 3.5 2.0 0.6084
H 3.8689 -2.2913 -0.0382 -0.7 -0.8 1.3 0.2687
H -9.5763 0.2254 2.4922 1.3 -1.5 0.1 0.3075
H -5.8358 1.2366 -1.9062 0.3 0.5 -1.2 0.4614
H -8.3116 1.8404 -1.9396 0.8 -2.2 2.9 0.1542
H 7.4387 -1.3404 -0.9472 -0.6 -1.5 -1.1 0.4661
H -9.6539 -1.3232 1.5791 -0.1 0.2 0.2 0.3647
H 7.7242 2.5289 1.3146 0.9 -2.5 -1.7 0.1990
H -6.3843 -1.1941 1.6774 0.6 2.5 -1.9 0.0474
H -8.3577 -1.3776 2.7569 -1.0 1.6 0.0 0.2963
H 1.3683 -2.7486 0.1718 1.3 1.7 -0.7 0.2687
H 3.2366 1.8518 -0.4141 0.7 -1.4 0.6 0.3353
H 5.6177 -1.0478 0.1761 1.3 -2.9 0.8 0.1896
H -3.7264 1.1528 -1.0225 1.7 5.5 -0.5 0.5777
```
Positions in Å, forces in eV/Å.

=====

Number 3 is which compound?
C22H17ClF4N6

=====

electronic energy of number 3 (C22H17ClF4N6)?
-55419.6874 eV

=====

E_LUMO of number 1 (C22H16N4O4S2)?
-0.18 eV

=====

What is the formula in the first record?
C22H16N4O4S2